Here is C4H11NO2 in the gas phase at a distorted geometry from the Open Molecules 2025 dataset. Energies are from wB97M-V/def2-TZVPD.

XYZ file:
```
18
Properties=species:S:1:pos:R:3:forces:R:3:lowdin_charge:R:1
C 0.99587 -0.15074 -0.33199 0.0 0.2 0.2 -0.40
C -1.31413 0.22572 1.26732 1.3 2.1 -1.6 0.07
C -1.15495 0.18930 -1.47215 -0.1 0.2 0.2 -0.03
C 1.67233 -0.40254 0.99951 -0.2 0.1 -0.1 -0.02
N -0.48918 -0.14116 -0.21665 -1.6 -0.7 3.0 -0.34
O -0.91899 -1.42781 0.23527 0.5 -1.9 -1.6 -0.27
O 1.46075 1.08156 -0.84042 0.0 -0.1 0.0 -0.01
H 1.40651 1.07675 -1.80158 0.0 0.0 0.1 0.09
H 1.20018 -0.99007 -1.01593 -0.2 0.1 0.0 0.16
H -2.27844 0.54618 0.88948 0.1 0.0 0.0 0.08
H -1.41003 -0.46340 2.10255 0.3 -0.4 -0.6 0.08
H -0.70389 1.07409 1.57104 -0.3 0.5 0.3 0.07
H -2.22841 0.08403 -1.32948 0.1 0.0 0.1 0.09
H -0.92787 1.21364 -1.76929 0.0 0.0 -0.1 0.09
H -0.84784 -0.53584 -2.23527 0.1 0.1 0.2 0.10
H 2.72390 -0.62779 0.82769 0.0 0.0 0.0 0.09
H 1.62318 0.48981 1.62335 0.0 0.0 0.0 0.08
H 1.19101 -1.24172 1.49654 0.0 0.0 0.0 0.08
```
Positions in Å, forces in eV/Å.

## Properties
Relative energy (zero: lowest compared OMol25 entry of this formula, charge and spin) = 125.84 kcal/mol
Charge = 0
SMILES string = C[C@H](O)[N+](C)(C)[O-]
Multiplicity = 1
Frontier orbital gap = 0.30185 Eh

---

Here is C43H36Br3N7O14 as an isolated structure at a distorted geometry from the Open Molecules 2025 dataset. Energies are from wB97M-V/def2-TZVPD.

XYZ file:
```
103
Properties=species:S:1:pos:R:3:forces:R:3:lowdin_charge:R:1
C -0.09514 -1.30857 -0.55092 0.5 0.2 0.5 -1.51
Br -1.02851 -2.96625 -0.40935 -0.1 -0.4 -0.2 0.66
Br 1.64564 -1.47092 -1.43250 -0.8 0.0 0.4 0.72
Br 0.06918 -0.56395 1.25440 0.0 -0.2 -0.8 0.69
H -0.72839 -0.63506 -1.11625 0.2 0.1 0.0 -0.05
C -0.44880 6.61485 4.53187 0.7 0.4 -0.3 -0.06
C 0.64607 5.84179 4.14947 -0.3 -0.5 0.4 -0.06
C 0.47721 4.59081 3.58272 0.1 0.2 -0.1 0.00
C -0.81845 4.14746 3.32603 0.1 0.4 0.6 -0.15
C -1.90656 4.91118 3.70834 -0.5 0.9 -0.2 0.00
C -1.73390 6.17941 4.26721 0.3 -0.9 0.3 -0.06
N -1.07240 2.82512 2.79320 0.1 -1.9 -0.8 -0.32
O -2.22610 2.44687 2.66098 0.2 0.6 0.3 0.07
O -0.12024 2.10765 2.48787 -0.2 1.1 0.6 -0.03
H -0.21976 7.55680 5.01416 -0.4 0.1 0.1 0.11
H 1.66284 6.09195 4.41998 -0.1 0.5 -0.1 0.11
H 1.39557 4.04237 3.42435 -0.4 -0.5 -0.4 0.10
H -2.93589 4.61195 3.57013 0.2 -0.5 -0.2 0.12
H -2.62240 6.68781 4.61185 0.1 0.3 -0.1 0.11
C -0.72514 -2.51028 5.90182 0.8 0.9 -0.1 -0.08
C -0.89815 -2.43475 4.52246 -0.5 -0.6 0.4 -0.07
C -1.31164 -3.56568 3.83286 0.8 0.1 -0.3 0.00
C -1.42023 -4.75716 4.53015 -0.1 -0.1 0.5 -0.14
C -1.24525 -4.82532 5.90603 0.2 0.2 0.5 0.00
C -0.80356 -3.70148 6.59794 -0.9 0.0 -0.6 -0.06
N -1.70794 -6.02338 3.83115 -0.5 0.3 0.7 -0.36
O -2.12280 -5.95330 2.70410 -0.1 0.0 -0.9 0.08
O -1.55976 -7.05096 4.45843 0.2 -0.2 0.0 0.08
H -0.48025 -1.58732 6.41641 0.2 -0.1 0.1 0.11
H -0.70291 -1.53202 3.96439 -0.2 0.2 0.1 0.06
H -1.40333 -3.48215 2.75840 -0.2 -0.4 0.0 0.09
H -1.51522 -5.68903 6.49523 0.3 -0.4 -0.4 0.12
H -0.62349 -3.73902 7.66197 -0.1 0.0 0.0 0.11
C -6.15091 3.61869 -0.21622 -0.5 0.3 -1.4 -0.06
C -6.01834 2.75358 -1.32486 0.8 -0.3 1.8 -0.06
C -4.75557 2.29654 -1.66339 0.3 -0.4 -0.1 0.00
C -3.62168 2.70652 -0.93831 -1.8 0.2 -0.4 -0.12
C -3.78805 3.66199 0.04536 0.9 0.4 0.4 -0.01
C -5.03637 4.16114 0.40671 0.0 -0.7 -0.5 -0.06
N -2.34339 2.02047 -1.14881 -0.8 -0.1 0.3 -0.31
O -2.27486 1.31253 -2.13731 0.5 0.0 0.0 0.06
O -1.51316 2.10172 -0.26943 0.3 0.1 -0.4 0.07
H -7.16483 3.95085 -0.02994 0.1 0.0 0.6 0.11
H -6.86318 2.18398 -1.68431 -0.2 0.5 -0.4 0.11
H -4.71564 1.55454 -2.44903 0.4 -0.1 0.1 0.11
H -2.90065 4.03928 0.53718 0.0 -0.1 0.1 0.11
H -5.11726 4.90552 1.18380 0.0 0.0 0.0 0.11
C 3.59576 2.18984 3.80314 0.8 0.6 -0.5 -0.08
C 4.60684 2.90041 3.14257 -0.3 -0.1 -0.7 -0.07
C 4.96012 2.53520 1.85495 0.5 -0.5 -0.2 0.00
C 4.41761 1.38445 1.29094 -0.1 0.9 -0.2 -0.15
C 3.41782 0.69180 1.90697 -1.0 -0.6 0.9 -0.02
C 2.96881 1.13008 3.15483 0.6 0.2 0.9 -0.07
N 4.84516 1.01885 -0.06314 0.8 0.0 -0.9 -0.34
O 5.46305 1.84849 -0.71585 -0.3 0.0 0.5 0.07
O 4.59659 -0.08952 -0.48924 -0.4 -0.2 0.5 0.06
H 3.39862 2.53303 4.81077 -0.5 -0.4 0.0 0.11
H 5.08811 3.77079 3.56626 0.0 -0.1 0.3 0.11
H 5.72728 3.03025 1.27497 -0.1 0.2 0.2 0.12
H 2.93631 -0.18872 1.50624 0.3 0.1 -0.4 0.08
H 2.21228 0.61090 3.72654 -0.2 -0.2 -0.4 0.10
C 1.58629 3.63946 -0.52645 -0.5 1.7 0.6 -0.08
C 1.66737 2.33591 -0.94807 0.3 0.0 -0.4 -0.07
C 2.44550 2.05698 -2.06865 0.2 -0.6 0.3 -0.02
C 3.11496 3.06260 -2.75621 -0.1 -0.1 1.3 -0.13
C 3.04796 4.36324 -2.26716 0.4 0.8 -0.3 -0.01
C 2.26135 4.67153 -1.16832 -0.1 -1.1 -0.7 -0.07
N 4.04014 2.68424 -3.84977 -1.1 0.4 0.6 -0.36
O 3.84684 1.60656 -4.36070 0.3 -0.2 -0.2 0.09
O 4.86976 3.50103 -4.16131 0.5 0.2 -0.3 0.09
H 0.99232 4.03160 0.29544 -0.2 -0.9 0.2 0.10
H 1.15914 1.53277 -0.43361 0.0 0.0 0.1 0.05
H 2.61607 1.00450 -2.25740 0.0 0.2 -0.6 0.05
H 3.62708 5.18561 -2.66929 0.1 -0.3 -0.5 0.12
H 2.10434 5.69243 -0.85357 0.3 0.0 0.1 0.10
C 0.92269 -7.40251 -1.62653 1.1 -0.8 -1.2 -0.06
C 2.09530 -7.98400 -2.13940 -0.3 0.1 0.1 -0.07
C 3.10241 -7.21437 -2.68081 0.8 0.9 0.3 0.00
C 2.95695 -5.82316 -2.69823 -1.1 -0.5 0.6 -0.14
C 1.79583 -5.24433 -2.22106 -0.2 0.4 -0.1 -0.01
C 0.75227 -6.03908 -1.76499 -0.1 -0.1 1.1 -0.08
N 4.04587 -4.94954 -3.11655 0.5 -0.6 -0.3 -0.36
O 3.82392 -3.78342 -3.32419 -0.4 0.6 0.1 0.08
O 5.13133 -5.47453 -3.26195 0.3 -0.1 0.0 0.08
H 0.24558 -8.13209 -1.20467 -0.5 0.6 0.2 0.11
H 2.20347 -9.05886 -2.08733 0.1 0.0 0.0 0.11
H 4.08813 -7.58194 -2.93278 -0.2 -0.4 -0.3 0.12
H 1.71534 -4.16699 -2.13421 0.0 -0.1 -0.3 0.04
H -0.12112 -5.57649 -1.32694 0.0 0.1 -0.2 0.05
C -2.60523 -1.30815 -3.83148 0.7 0.8 0.8 -0.08
C -2.95472 -0.37414 -4.78122 -0.3 -0.9 -1.4 -0.05
C -3.13929 -0.83981 -6.09692 -0.7 1.2 0.7 -0.01
C -3.02944 -2.17097 -6.37871 0.9 -0.9 0.3 -0.14
C -2.60940 -3.10920 -5.41456 1.0 0.9 -0.7 0.01
C -2.30096 -2.62066 -4.15862 -0.7 -0.2 0.0 -0.06
N -3.17162 -2.64939 -7.76970 -1.6 -0.5 0.4 -0.36
O -3.34751 -3.84812 -7.91589 0.5 0.1 0.0 0.07
O -3.27958 -1.83686 -8.65586 0.4 0.5 -0.2 0.08
H -2.41476 -0.99105 -2.81180 -0.1 0.0 -0.1 0.07
H -3.07979 0.69062 -4.65702 0.0 -0.1 0.6 0.10
H -3.48056 -0.08998 -6.79750 0.2 -0.4 -0.5 0.12
H -2.27136 -4.07242 -5.76711 -0.4 -0.2 0.2 0.12
H -1.84362 -3.20960 -3.37518 -0.1 -0.4 -0.2 0.07
```
Positions in Å, forces in eV/Å.

## Properties
Relative energy (zero: lowest compared OMol25 entry of this formula, charge and spin) = 19.77 kcal/mol
Charge = 0
Multiplicity = 1
Frontier orbital gap = 0.31058 Eh

---

Here is C15H18ClN3O3 in the gas phase from the Open Molecules 2025 dataset. Energies are from wB97M-V/def2-TZVPD.

XYZ file:
```
40
Properties=species:S:1:pos:R:3:forces:R:3:lowdin_charge:R:1
C -0.84708 -3.66091 -0.58534 0.1 0.2 -0.1 0.00
H -0.03816 -4.38223 -0.49260 0.0 0.0 0.0 0.09
H -1.10689 -3.56973 -1.63640 -0.1 0.0 -0.1 0.09
H -1.70493 -4.01984 -0.02184 -0.1 0.0 0.0 0.09
C -0.37644 -2.31083 -0.05452 -0.2 -0.1 -0.2 -0.36
N 0.34563 -2.44919 1.19062 -0.3 -0.2 0.1 0.16
C 1.57179 -1.87712 1.16546 0.0 -0.1 -0.2 -0.50
O 2.35739 -1.75742 2.06654 0.4 0.2 0.4 0.10
N 1.78791 -1.46676 -0.16099 0.4 -0.2 0.0 0.09
C 0.71280 -1.70631 -0.96041 0.0 -0.3 0.2 -0.37
O 0.62283 -1.47617 -2.13769 -0.1 0.1 -0.2 0.12
C 2.91634 -0.62344 -0.52539 -0.2 0.0 0.1 -0.11
N 2.55496 0.74621 -0.28265 0.2 0.1 0.0 -0.14
C 2.19315 1.50891 -1.46346 -0.2 0.3 0.1 -0.15
H 1.49693 0.92442 -2.06589 0.0 0.0 -0.1 0.12
C 1.52242 2.80578 -1.01056 0.0 -0.2 -0.3 -0.19
H 1.30113 3.44622 -1.86558 0.0 -0.1 0.0 0.13
O 2.36562 3.55214 -0.16462 0.1 0.1 0.0 -0.13
C 2.72988 2.80084 0.96897 0.3 -0.2 0.2 -0.19
C 3.44139 1.50377 0.57867 -0.1 0.3 0.1 -0.16
H 3.65060 0.91748 1.47466 0.0 0.0 0.0 0.12
H 4.39040 1.74990 0.07203 0.0 0.0 0.1 0.13
H 3.38681 3.43923 1.56182 0.0 -0.1 0.0 0.13
H 1.83222 2.55276 1.55558 0.1 0.0 0.0 0.12
H 0.58659 2.55961 -0.48541 0.0 0.0 -0.1 0.12
H 3.08219 1.75262 -2.07037 -0.1 0.0 0.0 0.13
H 3.14422 -0.82417 -1.57910 0.0 0.0 0.2 0.14
H 3.75198 -0.92871 0.10985 -0.1 0.1 -0.1 0.14
H -0.09101 -2.74222 2.04770 0.1 0.1 0.0 0.17
C -1.45526 -1.24363 0.04227 -0.2 0.0 0.0 -0.14
C -2.69018 -1.37152 -0.57885 0.2 0.0 0.1 -0.01
C -3.62786 -0.35676 -0.49959 -0.1 0.2 0.0 -0.09
C -3.32861 0.80178 0.19742 0.2 -0.2 -0.1 -0.67
C -2.09504 0.95329 0.81163 -0.1 0.0 0.0 -0.09
C -1.16659 -0.06611 0.72825 -0.1 -0.1 0.0 -0.01
H -0.20405 0.06303 1.20150 0.1 0.0 0.1 0.12
H -1.86471 1.86165 1.34576 0.0 0.1 0.0 0.11
Cl -4.49625 2.06932 0.29718 -0.1 0.2 0.0 0.68
H -4.58681 -0.46405 -0.98133 -0.1 0.0 0.0 0.11
H -2.93599 -2.26074 -1.13493 0.0 -0.1 -0.1 0.11
```
Positions in Å, forces in eV/Å.

## Properties
Relative energy (zero: lowest compared OMol25 entry of this formula, charge and spin) = 0.00 kcal/mol
Charge = 0
SMILES string = C[C@@]1(c2ccc(Cl)cc2)NC(=O)N(CN2CCOCC2)C1=O
Multiplicity = 1
Frontier orbital gap = 0.35348 Eh

---

Here is C2H6N4S2 in the gas phase from the Open Molecules 2025 dataset. Energies are from wB97M-V/def2-TZVPD.

XYZ file:
```
14
Properties=species:S:1:pos:R:3:forces:R:3:lowdin_charge:R:1
C -0.32385 -0.11095 -0.24731 0.2 -0.4 -0.2 -0.60
C 3.02328 -0.09470 -0.01029 0.3 0.4 0.4 -0.05
H -2.79442 1.89587 0.61287 -0.1 0.0 0.1 -0.16
H 0.18639 1.56276 0.64709 0.1 0.1 0.0 0.06
H -0.96191 -1.72391 -1.22183 -0.2 0.4 0.3 0.09
H -2.29949 -1.87454 1.15578 -0.1 0.1 -0.1 -0.13
H 3.85763 0.56626 0.29005 -0.6 -0.3 -0.3 0.07
H 3.23559 -1.13245 -0.26334 0.0 0.0 -0.1 0.06
N -0.64243 1.09302 0.31447 -0.5 0.3 -0.1 -0.35
N -1.34481 -0.90361 -0.74796 0.2 -0.3 -0.2 -0.39
N 0.87936 -0.58889 -0.33823 -0.4 0.1 0.0 0.02
N 1.83617 0.35557 0.01943 0.4 0.0 0.0 -0.09
S -1.86270 2.12192 -0.31849 0.4 -0.2 0.0 0.74
S -2.78882 -1.16638 0.10777 0.2 0.0 0.1 0.73
```
Positions in Å, forces in eV/Å.

## Properties
Relative energy (zero: lowest compared OMol25 entry of this formula, charge and spin) = 53.43 kcal/mol
Charge = 0
SMILES string = C=NN=C(NS)NS
Multiplicity = 1
Frontier orbital gap = 0.34682 Eh

---

Here is C23H17N3O2S3Zr as an isolated structure from the Open Molecules 2025 dataset. Energies are from wB97M-V/def2-TZVPD.

XYZ file:
```
49
Properties=species:S:1:pos:R:3:forces:R:3:lowdin_charge:R:1
Zr -0.67462 -0.39656 0.08924 -0.3 -0.3 0.2 1.38
S -2.42126 -4.04144 2.10199 0.0 0.0 0.1 0.55
C -2.02867 -2.67730 1.31635 0.0 -0.1 0.0 -1.79
S -1.44029 -2.70355 -0.35254 0.0 0.1 -0.1 0.44
S -2.11113 -1.06660 2.03050 0.0 -0.1 0.1 0.44
O -1.98939 2.82405 -2.09055 -0.1 0.1 0.1 0.12
C -1.78406 2.09651 -1.15309 0.0 0.1 -0.3 -0.56
O -1.75016 0.78923 -1.20378 0.4 -0.1 0.2 -0.23
C -1.49651 2.65097 0.22530 -0.1 0.1 0.0 -0.17
C -1.84726 3.97723 0.52173 0.0 0.0 0.0 0.03
C -1.61316 4.43944 1.78139 0.0 0.0 0.0 0.02
C -1.00002 3.59818 2.73367 0.0 0.0 0.0 -0.14
C -0.71951 4.03026 4.05167 0.0 0.0 0.0 -0.03
C -0.10680 3.19383 4.93680 0.0 0.0 0.0 -0.06
C 0.25631 1.88884 4.54037 0.0 0.0 0.0 -0.04
C -0.00686 1.44201 3.27810 0.0 0.0 0.0 -0.03
C -0.64940 2.28462 2.34647 0.0 0.0 0.0 -0.19
N -0.93126 1.82627 1.08317 0.1 -0.1 0.0 0.06
H -2.29829 4.57570 -0.25563 0.0 0.0 0.0 0.13
H -1.88892 5.44808 2.06424 0.0 0.0 0.0 0.13
H -0.99851 5.03594 4.34010 0.0 0.0 0.0 0.12
H 0.10563 3.52657 5.94382 0.0 0.0 0.0 0.11
H 0.74779 1.23309 5.24680 0.0 0.0 0.0 0.11
H 0.27153 0.44651 2.97429 0.0 0.0 0.0 0.05
C 0.95177 -0.02184 -2.82917 -0.1 0.0 0.0 -0.16
N 1.05001 -0.33319 -1.39075 0.1 0.0 -0.1 -0.11
C 2.14822 -0.88723 -0.96044 0.0 0.0 0.0 -0.08
C 2.24784 -1.28152 0.38510 0.0 0.0 0.1 -0.33
C 3.19006 -2.05650 1.05879 0.0 0.0 -0.1 -0.02
C 2.65419 -2.31406 2.32058 0.0 0.1 0.0 -0.07
C 1.41552 -1.67785 2.36198 0.0 -0.1 0.1 -0.17
N 1.15283 -1.04163 1.20339 0.1 0.1 -0.1 -0.13
C 0.41923 -1.20796 -3.59699 0.1 0.0 0.0 -0.22
C -0.94841 -1.44887 -3.66746 0.0 0.0 0.0 -0.06
C -1.42640 -2.58692 -4.30145 0.0 0.0 0.0 -0.07
C -0.54353 -3.48686 -4.87998 0.0 0.0 0.0 -0.08
C 0.82171 -3.24400 -4.82796 0.0 0.0 0.0 -0.08
C 1.29844 -2.11019 -4.18785 0.0 0.0 0.0 -0.05
H 1.93735 0.26012 -3.20724 0.0 0.0 0.0 0.12
H 0.28355 0.83058 -2.94882 0.0 0.0 0.0 0.11
H 2.97816 -1.07616 -1.64046 0.0 0.0 0.0 0.14
H 4.12811 -2.40619 0.65714 0.0 0.0 0.0 0.11
H 3.09403 -2.89843 3.11131 0.0 0.0 0.0 0.10
H 0.69380 -1.68423 3.16652 0.0 0.0 0.0 0.10
H -1.64304 -0.74364 -3.22568 0.0 0.0 0.0 0.10
H -2.49209 -2.77034 -4.34070 0.0 0.0 0.0 0.11
H -0.91840 -4.37430 -5.37278 0.0 0.0 0.0 0.10
H 1.51556 -3.93773 -5.28492 0.0 0.0 0.0 0.10
H 2.36632 -1.92296 -4.15257 0.0 0.0 0.0 0.11
```
Positions in Å, forces in eV/Å.

## Properties
Charge = 0
Multiplicity = 1
Frontier orbital gap = 0.24427 Eh

---

Here is a 2-piece molecular cluster, C3H7NOS overall at a distorted geometry from the Open Molecules 2025 dataset. Energies are from wB97M-V/def2-TZVPD.

XYZ file:
```
13
Properties=species:S:1:pos:R:3:forces:R:3:lowdin_charge:R:1
C -0.19898 1.94432 -0.49566 -2.9 -1.1 -0.6 -0.08
C -0.13446 -1.50147 1.66050 -0.1 2.9 -2.1 -0.37
C -0.23429 0.70847 -1.21871 -0.1 -0.8 -1.7 -0.13
N -0.17503 -0.09171 -2.06618 0.1 0.2 2.0 -0.14
O -0.01292 -1.19380 -2.56187 0.0 -0.2 -0.9 -0.06
S 1.25320 -0.57817 0.79056 0.2 -0.6 0.7 0.67
H -0.99937 2.00135 0.21055 0.0 -0.3 1.2 0.09
H 0.72944 2.17942 -0.19575 3.1 0.6 1.7 0.04
H -0.50829 2.68284 -1.13707 -0.5 2.0 -2.0 0.06
H -0.84012 -0.70467 2.03053 0.3 -1.1 -0.8 0.05
H 0.22712 -1.99138 2.48435 1.0 -1.4 1.8 -0.02
H -0.44430 -2.14399 0.85114 -0.9 -0.2 0.4 0.02
H 1.33799 -1.31122 -0.35240 -0.2 0.1 0.5 -0.13
```
Positions in Å, forces in eV/Å.

## Properties
Relative energy (zero: lowest compared OMol25 entry of this formula, charge and spin) = 104.15 kcal/mol
Charge = 0
SMILES string = CC#[N+][O-].CS
Multiplicity = 1
Frontier orbital gap = 0.34242 Eh

---

Among the records above, which one has the highest frontier orbital gap? C15H18ClN3O3

---

The highest frontier orbital gap belongs to which entry? C15H18ClN3O3